Record 1
# C18H21N9O9P2SSr

A molecular structure, C18H21N9O9P2SSr at a distorted geometry (ωB97M-V with the def2-TZVPD basis set, the OMol25 dataset).

Properties
electronic energy: -81103.6636 eV
F_max: 2.016 eV/A
HOMO level: -8.1 eV
LUMO level: -0.04 eV
M: 689.06 u

CARTESIAN COORDINATES (ANGSTROEM)
Sr  -0.2565  -0.2285  -0.8968
N  5.7482  -1.3732  4.5229
C  4.4964  -1.1694  3.9626
C  3.4913  -0.5225  4.6855
C  2.2570  -0.2840  4.1107
C  2.0113  -0.6871  2.8051
C  2.9998  -1.3319  2.0778
C  4.2332  -1.5723  2.6505
S  0.4416  -0.3393  2.0911
O  0.1624  -1.4644  1.1736
O  -0.5179  -0.2641  3.1747
N  0.6163  0.9031  1.1515
C  0.0163  2.1440  1.2471
N  0.1528  2.8944  0.1322
C  -0.4327  4.0869  0.1893
C  -1.1341  4.5471  1.2889
C  -1.1842  3.6870  2.3785
N  -0.6131  2.4923  2.3722
H  5.7862  -1.3663  5.5287
H  6.3041  -2.1072  4.1168
H  3.6778  -0.2102  5.7058
H  1.4759  0.2045  4.6775
H  2.7941  -1.6735  1.0712
H  4.9992  -2.0859  2.0822
H  -0.3261  4.7099  -0.6943
H  -1.5978  5.5219  1.3000
H  -1.6981  3.9708  3.2912
N  2.5847  1.4800  -4.5398
C  2.5352  0.7862  -3.3991
N  1.3645  0.9514  -2.8279
C  0.7087  1.7704  -3.7032
N  1.4178  2.1119  -4.7578
C  -0.6746  2.2492  -3.5184
C  -1.2194  3.2215  -4.3576
N  -2.4514  3.6767  -4.1873
C  -3.1450  3.1566  -3.1800
C  -2.6157  2.1848  -2.3438
N  -1.3775  1.7356  -2.5142
H  3.3388  1.5539  -5.2004
H  3.3556  0.1930  -3.0308
H  -0.6315  3.6258  -5.1713
H  -4.1545  3.5169  -3.0241
H  -3.1864  1.7520  -1.5308
C  -1.4867  -4.1723  0.3358
C  -2.1453  -3.1406  -0.5518
O  -3.3393  -3.7476  -1.1106
P  -2.8720  -1.6733  0.4788
O  -4.4236  -1.7493  0.1801
O  -2.7224  -2.0114  2.0057
O  -2.3820  -0.3124  0.1337
P  -1.1316  -2.7205  -2.1173
O  -1.1376  -4.0884  -2.9425
O  0.3005  -2.3660  -1.8305
O  -1.9822  -1.6394  -2.7109
H  -2.1833  -4.5335  1.0939
H  -0.6159  -3.7426  0.8265
H  -1.1764  -5.0177  -0.2800
H  -3.6674  -3.1238  -1.7774
H  -4.7873  -2.6440  0.2636
H  -2.0145  -1.5110  2.4672
H  -1.9857  -4.2545  -3.3741

Atoms 1-6, force components in eV/Å:
Sr 0.5831 1.3286 -1.3992
N 0.0492 0.0064 0.0496
C -0.0162 -0.0102 0.0032
C -0.0230 -0.0024 -0.0332
C 0.0315 0.0122 0.0158
C -0.0466 0.2034 0.0804

Record 2
# C18H21NO3

C18H21NO3 in the gas phase (ωB97M-V with the def2-TZVPD basis set, the OMol25 dataset).

Properties
electronic energy: -26639.3590 eV
F_max: 0.571 eV/A
HOMO level: -8.6 eV
LUMO level: 0.70 eV
structure (SMILES): CCCNC(=O)c1cccc(COc2ccccc2OC)c1
M: 299.37 u

CARTESIAN COORDINATES (ANGSTROEM)
C  1.9737  2.9724  1.9765
C  3.3426  2.3613  1.6951
C  3.5369  1.0046  2.3783
N  2.6596  -0.0062  1.8392
C  3.1025  -1.0395  1.0881
O  4.2827  -1.2681  0.9024
C  2.0233  -1.9032  0.5164
C  2.2925  -3.2502  0.3024
C  1.3268  -4.0713  -0.2511
C  0.0956  -3.5530  -0.6130
C  -0.1777  -2.2040  -0.4220
C  -1.5210  -1.6412  -0.8165
O  -1.4393  -0.2352  -0.8399
C  -2.5771  0.5049  -0.9774
C  -3.8326  -0.0211  -1.2476
C  -4.9409  0.8065  -1.3329
C  -4.8108  2.1683  -1.1479
C  -3.5598  2.7069  -0.8979
C  -2.4390  1.8972  -0.8159
O  -1.2325  2.4874  -0.5084
C  -0.2005  2.3325  -1.4640
C  0.7864  -1.3874  0.1472
H  1.1725  2.3765  1.5454
H  1.9113  3.9698  1.5479
H  1.8058  3.0532  3.0487
H  3.4792  2.2364  0.6191
H  4.1206  3.0365  2.0557
H  3.3603  1.1013  3.4551
H  4.5557  0.6457  2.2147
H  1.6703  0.1253  1.9700
H  3.2640  -3.6338  0.5736
H  1.5353  -5.1187  -0.4099
H  -0.6550  -4.1939  -1.0531
H  -1.8112  -2.0282  -1.8046
H  -2.2776  -1.9663  -0.0850
H  -3.9583  -1.0834  -1.3876
H  -5.9077  0.3735  -1.5403
H  -5.6738  2.8132  -1.2053
H  -3.4303  3.7681  -0.7521
H  -0.4929  2.7696  -2.4251
H  0.0664  1.2842  -1.6153
H  0.6550  2.8761  -1.0663
H  0.5655  -0.3378  0.2640

Atoms 1-6, force components in eV/Å:
C 0.2760 -0.0227 -0.0894
C -0.1012 -0.1380 0.2205
C 0.3287 0.2369 -0.1605
N -0.3092 0.2880 0.1794
C -0.0997 -0.0211 0.0833
O 0.1755 -0.1229 -0.0788

Record 3
# C18H21NO4

C18H21NO4 in the gas phase (ωB97M-V with the def2-TZVPD basis set, the OMol25 dataset).

Properties
electronic energy: -28686.2298 eV
F_max: 0.783 eV/A
HOMO level: -8.3 eV
LUMO level: 0.53 eV
structure (SMILES): COc1ccc(-n2c(C)c(C(C)=O)c(C(C)=O)c2C)cc1OC
M: 315.37 u

CARTESIAN COORDINATES (ANGSTROEM)
C  6.0688  0.1341  -0.0824
O  5.0503  0.7351  -0.8515
C  3.7339  0.5196  -0.5978
C  2.8765  1.1988  -1.4609
C  1.5040  1.1022  -1.3607
C  0.9577  0.3081  -0.3664
N  -0.4432  0.1822  -0.2292
C  -1.2940  1.1990  0.1010
C  -0.8064  2.5630  0.4190
C  -2.5772  0.6878  0.1538
C  -3.7194  1.4337  0.6806
C  -4.6916  0.6508  1.5379
O  -3.8424  2.6329  0.5259
C  -2.4865  -0.7014  -0.2011
C  -3.5562  -1.6505  -0.5074
C  -4.7937  -1.0735  -1.1607
O  -3.4313  -2.8480  -0.3403
C  -1.1479  -0.9751  -0.4079
C  -0.4987  -2.2360  -0.8431
C  1.7918  -0.3769  0.5088
C  3.1738  -0.2912  0.4117
O  4.0179  -0.9590  1.2586
C  3.4679  -1.7880  2.2528
H  6.0361  -0.9551  -0.1473
H  6.9997  0.4959  -0.5188
H  6.0169  0.4364  0.9652
H  3.3316  1.8079  -2.2251
H  0.8651  1.6283  -2.0515
H  -0.5611  3.1067  -0.4928
H  0.0882  2.5214  1.0397
H  -1.5909  3.1147  0.9299
H  -4.5615  0.9894  2.5656
H  -4.5169  -0.4183  1.4943
H  -5.7142  0.8828  1.2489
H  -4.8127  0.0100  -1.1307
H  -4.7903  -1.3979  -2.2011
H  -5.6875  -1.4849  -0.6974
H  0.2566  -2.0408  -1.6038
H  -1.2545  -2.9131  -1.2324
H  -0.0171  -2.7344  -0.0019
H  1.3361  -0.9768  1.2795
H  4.3219  -2.2128  2.7781
H  2.8725  -2.5979  1.8197
H  2.8561  -1.2203  2.9609

Atoms 1-6, force components in eV/Å:
C 0.4648 -0.1551 0.2012
O -0.3466 0.0666 -0.0917
C -0.1294 0.0699 -0.0829
C 0.1670 -0.1381 0.2175
C -0.1291 -0.1863 0.1569
C 0.6175 0.0786 -0.0962

Record 4
# C18H21NO4S

C18H21NO4S in the gas phase at a distorted geometry (ωB97M-V with the def2-TZVPD basis set, the OMol25 dataset).

Properties
electronic energy: -39519.0962 eV
F_max: 3.899 eV/A
HOMO level: -8.0 eV
LUMO level: 0.41 eV
structure (SMILES): CCOC(=O)[C@@H](CN(C)c1ccccc1)S(=O)(=O)c1ccccc1
M: 347.44 u

CARTESIAN COORDINATES (ANGSTROEM)
C  3.6283  -2.3330  -2.0620
C  2.5870  -1.3573  -2.4285
O  1.7095  -1.2097  -1.2984
C  1.0459  -0.0422  -1.3803
O  1.4996  0.9982  -1.8214
C  -0.2874  -0.1029  -0.6911
C  -0.2128  0.7049  0.6687
N  0.5123  0.2840  1.8601
C  -0.2051  -0.6911  2.6320
C  1.3452  1.1930  2.5990
C  1.1709  1.4130  4.0016
C  2.0941  2.1883  4.7587
C  3.2463  2.6614  4.1445
C  3.4025  2.5388  2.7628
C  2.4258  1.8662  1.9911
S  -1.3710  0.7931  -1.9778
O  -1.6097  2.0230  -1.2581
O  -0.9494  0.8082  -3.3509
C  -2.9175  -0.1675  -2.1135
C  -3.2158  -0.8041  -3.3174
C  -4.3732  -1.6033  -3.3968
C  -5.1986  -1.7451  -2.2768
C  -4.9129  -1.0451  -1.1026
C  -3.7738  -0.2396  -1.0122
H  4.0812  -2.4797  -3.0430
H  4.3171  -1.8703  -1.3617
H  3.1981  -3.2385  -1.6551
H  3.0847  -0.4285  -2.7046
H  1.9467  -1.6753  -3.2419
H  -0.6654  -1.0633  -0.6693
H  0.2120  1.6658  0.3857
H  -1.2300  0.3718  0.7791
H  0.3133  -0.8929  3.6013
H  -1.2141  -0.2784  2.8534
H  -0.3231  -1.6166  2.0447
H  0.2797  1.0165  4.5103
H  1.9251  2.3023  5.8407
H  3.9978  3.1574  4.7340
H  4.3356  2.8658  2.2879
H  2.5045  1.8519  0.9038
H  -2.5993  -0.6241  -4.1982
H  -4.5631  -2.0992  -4.3530
H  -6.0969  -2.3822  -2.3000
H  -5.5389  -1.0992  -0.2086
H  -3.6052  0.3853  -0.1360

Atoms 1-6, force components in eV/Å:
C 0.2202 -0.0652 -0.6753
C 0.0378 0.2161 0.3299
O -0.4169 0.8957 -0.7469
C 0.6413 0.7896 0.7624
O -0.4549 -1.2297 0.3033
C 2.7250 1.6706 -2.2335

Record 5
# C18H21O5P2W

A molecular structure, C18H21O5P2W (ωB97M-V with the def2-TZVPD basis set, the OMol25 dataset).

Properties
charge: +1
electronic energy: -49638.6323 eV
F_max: 0.761 eV/A
HOMO level (alpha / beta): -11.0 / -11.1 eV
LUMO level (alpha / beta): -4.38 / -4.41 eV
M: 563.15 u

CARTESIAN COORDINATES (ANGSTROEM)
W  -0.7408  -0.2267  -0.2816
C  -0.4264  -2.2409  -3.0274
P  0.5785  -1.0120  -2.1292
C  2.1949  -1.7813  -1.9186
C  0.8014  0.3194  -3.3807
C  -0.5176  1.0791  -3.5588
P  -1.1903  1.5734  -1.9186
C  -2.9324  1.9865  -2.1815
C  -0.3564  3.1446  -1.5595
H  0.0026  -2.4340  -4.0123
H  -1.4542  -1.9021  -3.1640
H  -0.4519  -3.1709  -2.4606
H  2.5737  -2.1574  -2.8698
H  2.1166  -2.6056  -1.2101
H  2.8957  -1.0523  -1.5115
H  1.1569  -0.0961  -4.3254
H  1.5843  0.9942  -3.0211
H  -1.2679  0.4542  -4.0507
H  -0.3880  1.9639  -4.1852
H  -3.0330  2.6676  -3.0278
H  -3.3309  2.4608  -1.2857
H  -3.5102  1.0839  -2.3794
H  -0.5533  3.8603  -2.3595
H  0.7222  3.0033  -1.4806
H  -0.7222  3.5404  -0.6134
O  -3.3450  -2.8349  4.7043
C  -2.8015  -2.4208  3.7361
C  -3.4790  -1.8737  2.4465
O  -4.6425  -1.7117  2.2474
C  -2.3374  -1.5546  1.5408
C  -1.1564  -1.8004  2.1300
O  -0.0073  -1.5758  1.3994
C  -1.2620  -2.3977  3.4726
O  -0.3925  -2.7505  4.2122
O  -2.4200  -1.0147  0.3122
C  0.4920  -0.1767  1.1451
C  1.4514  0.3391  2.1044
C  1.8923  -0.4234  3.1839
C  2.8019  0.1285  4.0757
C  3.2726  1.4193  3.8877
C  2.8360  2.1776  2.8056
C  1.9239  1.6407  1.9173
H  1.5292  -1.4298  3.3350
H  3.1446  -0.4532  4.9208
H  3.9807  1.8401  4.5893
H  3.2024  3.1849  2.6620
H  1.5651  2.2355  1.0850

Atoms 1-6, force components in eV/Å:
W -0.5435 -0.5107 -0.1521
C -0.0287 -0.0204 -0.0009
P -0.0047 -0.0935 -0.2339
C 0.1256 -0.0386 -0.0233
C 0.0642 0.1180 0.0088
C -0.0403 0.0544 -0.0819

Look up the M of the third one.
315.37 u